{
  "formula": "CH4N4O2S",
  "method": "the ωB97M-V functional and the def2-TZVPD basis",
  "elements": ["C", "N", "N", "N", "N", "O", "O", "S", "H", "H", "H", "H"],
  "coordinates": [[0.738, 0.341, -0.226], [2.351, -1.251, 0.137], [1.654, -0.537, -0.606], [0.631, 1.559, -0.211], [-0.576, -0.588, 0.446], [-2.192, 1.382, 0.188], [-3.034, -1.007, 0.098], [-1.968, -0.223, -0.453], [3.020, -2.084, -0.289], [1.363, 2.283, -0.356], [-1.499, 1.711, 0.752], [-0.488, -1.586, 0.520]],
  "atomic_forces_ev_per_a": [[-3.129, -1.145, 3.329], [0.209, -0.575, 0.536], [3.450, -3.789, -1.904], [0.120, 1.411, 0.340], [1.782, 3.193, -1.394], [-0.865, -1.984, -1.379], [-0.316, -0.673, 0.365], [0.050, 2.790, 0.585], [-2.197, 2.936, -0.187], [-0.562, -1.433, -0.323], [0.884, -0.206, 0.334], [0.574, -0.524, -0.302]],
  "nbo_charge": [0.576, -0.262, -0.188, -0.678, -0.901, -0.918, -0.915, 1.631, 0.345, 0.412, 0.500, 0.398],
  "homo_lumo_gap_ev": 8.54,
  "total_energy_ev": -21987.7136
}